[1]
Density functional theory data (wB97M-V/def2-TZVPD) for a gas-phase ion, CH3O2 (charge -1) at a distorted geometry.

net charge	-1
HOMO	-0.0763	Ha
SMILES	[O-]CO
max |F|	0.083	Eh/bohr
relative energy (zero: lowest compared OMol25 entry of this formula, charge and spin)	71.5	kJ/mol

Atoms and positions in Å:
O 0.45 -0.28 1.27
C 0.42 -0.21 0.02
O -0.90 0.19 -0.53
H 0.91 0.88 -0.23
H 0.63 -1.09 -0.62
H -1.51 0.51 0.09

***

[2]
Density functional theory data (wB97M-V/def2-TZVPD) for 3 unconnected molecules or ions with the total composition C16H33BCl2O8 at a distorted geometry.

net charge	0
HOMO	-0.3465	Ha
SMILES	CCB(O)[C@@]1([C@H](Cl)[C@@H](C)Cl)COC(=O)O1.COCCOC.COCCOC
max |F|	0.108	Eh/bohr

Atoms and positions in Å:
C -1.02 -5.93 -0.48
C 0.28 -6.80 -0.31
B 1.38 -6.21 -1.30
O 1.24 -6.44 -2.65
C 2.67 -5.32 -0.78
C 2.63 -3.78 -0.96
Cl 4.36 -3.19 -0.81
C 1.81 -2.99 0.10
C 0.74 -2.13 -0.66
Cl 1.04 -3.99 1.38
C 3.47 -5.90 0.44
O 4.67 -6.50 -0.07
C 4.63 -6.56 -1.43
O 5.28 -7.17 -2.14
O 3.65 -5.70 -1.82
H -1.48 -5.64 0.48
H -0.78 -5.02 -1.07
H -1.77 -6.48 -1.07
H 0.61 -6.87 0.74
H 0.04 -7.82 -0.69
H 1.23 -5.61 -3.15
H 2.33 -3.52 -1.99
H 2.48 -2.28 0.60
H 1.24 -1.58 -1.47
H 0.33 -1.38 0.03
H -0.07 -2.76 -1.06
H 2.99 -6.72 1.01
H 3.87 -5.10 1.09
C -3.49 3.14 1.65
O -2.97 2.14 2.52
C -3.16 0.82 2.01
C -1.88 0.28 1.41
O -1.51 0.98 0.23
C -0.47 1.92 0.46
H -3.14 4.11 2.00
H -3.16 2.99 0.62
H -4.59 3.13 1.68
H -3.97 0.80 1.28
H -3.45 0.20 2.86
H -2.04 -0.77 1.12
H -1.07 0.30 2.15
H 0.48 1.39 0.60
H -0.67 2.55 1.33
H -0.40 2.56 -0.42
C -1.50 8.34 1.10
O -0.46 8.46 0.14
C 0.52 7.43 0.26
C 0.33 6.35 -0.79
O -0.88 5.63 -0.58
C -1.92 6.03 -1.46
H -2.30 9.03 0.82
H -1.91 7.33 1.14
H -1.13 8.63 2.09
H 0.50 7.00 1.27
H 1.49 7.90 0.11
H 1.15 5.64 -0.71
H 0.35 6.79 -1.79
H -1.71 5.66 -2.47
H -2.03 7.11 -1.48
H -2.85 5.58 -1.10

***

[3]
Density functional theory data (wB97M-V/def2-TZVPD) for 2 unconnected molecules or ions with the total composition C5H9ClN at a distorted geometry.

net charge	-1
HOMO	-0.1365	Ha
max |F|	0.113	Eh/bohr
relative energy (zero: lowest compared OMol25 entry of this formula, charge and spin)	0.0	kJ/mol

Atoms and positions in Å:
C 0.10 -0.01 0.60
H -1.83 0.10 -0.24
C -0.81 -0.11 -0.61
H -0.89 -1.17 -0.92
C 1.16 1.03 0.66
N 2.19 1.56 0.46
C 0.02 -1.08 1.67
H -0.77 -0.80 2.38
H -0.35 -2.02 1.23
H 0.94 -1.08 2.27
C -0.49 0.84 -1.75
H -0.25 1.85 -1.38
H 0.36 0.49 -2.36
H -1.35 0.94 -2.43
H -0.37 1.02 1.22
Cl 2.34 -1.56 -0.80

***

[4]
Density functional theory data (wB97M-V/def2-TZVPD) for a gas-phase ion, C4H5N4O2 (charge -1) at a distorted geometry.

net charge	-1
2S+1	3
HOMO (spin up / spin down)	-0.0415 / -0.1754	Ha
max |F|	0.141	Eh/bohr
relative energy (zero: lowest compared OMol25 entry of this formula, charge and spin)	311.8	kJ/mol

Atoms and positions in Å:
C 1.50 -0.56 0.03
C 0.44 1.77 -0.11
C 0.08 -0.59 0.56
C -0.71 0.58 -0.17
N 2.18 0.39 -0.49
N 1.67 1.67 -0.32
N -2.01 0.87 0.30
N -3.07 0.23 -0.15
O -2.99 -0.70 -0.99
O -4.19 0.63 0.36
H 2.10 -1.51 0.05
H -0.05 2.82 0.03
H -0.65 -1.43 0.55
H 0.24 -0.35 1.68
H -0.65 0.35 -1.17

***

[5]
Density functional theory data (wB97M-V/def2-TZVPD) for a molecular structure, C47H80F4IN2O17PS9 at a distorted geometry.

net charge	0
HOMO	-0.2553	Ha
max |F|	0.053	Eh/bohr

Atoms and positions in Å:
C 1.93 7.37 1.20
C 1.81 6.68 2.35
C 0.97 5.43 2.59
C 0.64 4.64 1.34
C -0.60 4.25 0.94
C -1.78 4.66 1.83
C -2.35 3.46 2.62
C -1.27 2.72 3.41
I -3.73 4.31 4.11
C -0.81 3.41 -0.28
C -2.20 2.94 -0.70
F -2.54 1.89 0.12
F -2.30 2.46 -1.96
C -3.33 4.05 -0.66
F -4.22 3.84 0.33
F -4.03 4.06 -1.82
C 0.30 3.02 -1.00
P 0.24 1.88 -2.48
C 0.22 2.98 -4.00
O 1.65 1.00 -2.49
C 1.61 3.45 -0.62
N 2.76 3.19 -1.20
S 3.98 3.86 -0.39
N 3.08 4.53 0.80
C 1.82 4.27 0.56
H 1.11 7.79 0.62
H 2.94 7.60 0.85
H 2.41 7.00 3.20
H 1.61 4.78 3.20
H 0.13 5.71 3.22
H -2.56 5.18 1.27
H -1.49 5.38 2.59
H -3.00 2.83 2.03
H -1.24 3.05 4.44
H -0.28 2.86 3.00
H -1.49 1.65 3.36
H -2.85 5.03 -0.58
H 0.65 3.95 -3.76
H -0.83 3.05 -4.28
H 0.78 2.44 -4.77
H 1.69 0.56 -3.36
C -2.33 -2.47 -5.83
C -2.49 -2.18 -4.33
C -1.09 -1.93 -3.76
S -0.12 -1.28 -5.11
O 0.93 -2.22 -5.43
O 0.18 0.12 -4.86
C -1.39 -1.39 -6.35
H -3.29 -2.45 -6.34
H -1.89 -3.45 -5.97
H -3.11 -1.29 -4.19
H -2.98 -3.01 -3.81
H -1.10 -1.20 -2.95
H -0.62 -2.85 -3.42
H -0.95 -1.64 -7.32
H -1.89 -0.42 -6.41
C -6.52 -6.40 -6.80
C -5.71 -7.68 -6.51
C -4.24 -7.36 -6.79
S -4.03 -5.60 -6.52
O -3.71 -4.97 -7.77
O -3.24 -5.39 -5.33
C -5.75 -5.26 -6.13
H -7.53 -6.47 -6.43
H -6.56 -6.24 -7.88
H -5.83 -7.95 -5.46
H -6.05 -8.52 -7.11
H -3.57 -7.91 -6.13
H -3.97 -7.57 -7.83
H -6.02 -4.28 -6.51
H -5.86 -5.30 -5.05
C 2.78 -1.23 -10.81
C 2.69 -0.40 -9.52
C 1.48 0.53 -9.66
S 0.33 -0.30 -10.76
O 0.20 0.47 -11.97
O -0.83 -0.73 -10.01
C 1.36 -1.72 -11.09
H 3.48 -2.06 -10.71
H 3.12 -0.59 -11.63
H 2.54 -1.08 -8.67
H 3.60 0.16 -9.34
H 0.99 0.70 -8.70
H 1.75 1.48 -10.11
H 1.21 -2.05 -12.12
H 1.08 -2.51 -10.40
C 3.09 -1.69 1.96
C 3.97 -0.46 1.72
C 3.11 0.59 0.99
S 1.42 0.27 1.48
O 0.67 -0.16 0.33
O 0.96 1.34 2.32
C 1.77 -1.16 2.49
H 3.53 -2.40 2.66
H 2.93 -2.22 1.01
H 4.29 -0.05 2.69
H 4.87 -0.70 1.15
H 3.37 1.61 1.28
H 3.17 0.48 -0.09
H 0.95 -1.87 2.42
H 1.88 -0.82 3.52
C 6.87 5.36 4.58
C 6.72 5.57 6.09
C 5.21 5.65 6.40
S 4.39 4.68 5.12
O 3.59 5.57 4.31
O 3.84 3.49 5.70
C 5.87 4.27 4.21
H 7.89 5.08 4.31
H 6.62 6.29 4.05
H 7.15 4.72 6.62
H 7.23 6.46 6.43
H 4.97 5.23 7.37
H 4.85 6.67 6.33
H 5.65 4.23 3.14
H 6.21 3.29 4.55
C 1.08 -5.30 5.64
C 2.19 -6.30 5.98
C 3.30 -6.13 4.93
S 3.21 -4.43 4.37
O 2.82 -4.43 2.98
O 4.36 -3.70 4.84
C 1.78 -3.97 5.36
H 0.36 -5.20 6.45
H 0.54 -5.63 4.74
H 2.59 -6.08 6.97
H 1.82 -7.32 6.00
H 4.28 -6.32 5.35
H 3.13 -6.78 4.07
H 1.17 -3.26 4.81
H 2.15 -3.52 6.28
C -1.84 1.09 8.53
C -2.02 1.92 7.25
C -1.83 0.97 6.07
S -2.31 -0.66 6.63
O -1.15 -1.51 6.63
O -3.52 -1.03 5.96
C -2.67 -0.18 8.32
H -2.17 1.64 9.42
H -0.79 0.83 8.67
H -3.02 2.34 7.22
H -1.31 2.75 7.21
H -2.44 1.25 5.22
H -0.78 0.92 5.76
H -2.40 -0.99 9.00
H -3.74 0.03 8.39
C -2.23 -1.93 0.24
C -3.76 -2.09 0.33
C -4.08 -2.61 1.74
S -2.77 -2.01 2.81
O -2.02 -3.14 3.30
O -3.29 -1.01 3.70
C -1.81 -1.22 1.52
H -1.93 -1.37 -0.65
H -1.76 -2.92 0.19
H -4.23 -1.12 0.18
H -4.14 -2.76 -0.43
H -5.03 -2.23 2.10
H -4.08 -3.69 1.78
H -0.75 -1.31 1.73
H -2.10 -0.17 1.49

***

[6]
Density functional theory data (wB97M-V/def2-TZVPD) for 14 unconnected molecules or ions with the total composition C4H35NO16 at a distorted geometry.

net charge	0
HOMO	-0.3720	Ha
max |F|	0.057	Eh/bohr
relative energy (zero: lowest compared OMol25 entry of this formula, charge and spin)	93.6	kJ/mol

Atoms and positions in Å:
O 2.07 0.44 1.70
C 0.96 0.70 1.27
N 0.16 1.58 1.98
C -1.31 1.49 1.93
O -1.76 0.42 2.75
C 0.52 0.15 -0.06
C 1.67 -0.37 -0.86
O 1.28 -1.51 -1.62
H 0.54 1.89 2.97
H -1.75 1.28 0.93
H -1.73 2.41 2.31
H -1.09 -0.02 3.34
H -0.07 0.92 -0.61
H -0.29 -0.64 0.09
H 2.59 -0.74 -0.27
H 2.02 0.29 -1.67
H 0.94 -2.23 -1.05
H 0.13 -1.05 -2.74
H -0.80 -1.38 -4.03
O -0.57 -0.67 -3.39
H 3.49 -1.50 -3.98
H 2.23 -1.47 -3.11
O 2.59 -1.24 -3.95
H -2.72 -2.39 0.83
H -2.29 -1.88 -0.52
O -2.29 -2.68 -0.02
H -0.02 -1.33 4.92
H 0.69 -1.33 3.56
O 0.17 -0.75 4.17
H 1.08 -2.44 1.62
H 2.13 -1.40 2.07
O 1.56 -2.14 2.37
H 1.28 0.54 4.39
H 2.40 1.18 3.60
O 1.74 1.44 4.22
H -2.49 0.59 -1.16
H -1.72 -0.35 -2.11
O -2.14 -0.28 -1.24
H 1.88 0.36 -4.34
H 0.45 0.58 -4.05
O 1.26 1.06 -4.32
H -2.86 -0.85 2.34
H -4.26 -0.98 1.60
O -3.52 -1.44 1.99
H 0.30 -4.03 0.27
H -0.76 -2.96 0.19
O 0.23 -3.12 0.25
H 2.31 3.31 -2.53
H 1.46 2.09 -3.01
O 1.70 2.61 -2.21
H 0.10 3.19 0.27
H 0.42 3.16 -1.24
O -0.27 3.46 -0.60
H -3.20 2.89 -1.51
H -1.80 2.79 -0.86
O -2.66 2.32 -0.89

***

[7]
Density functional theory data (wB97M-V/def2-TZVPD) for a molecular structure, C20H26AuN2O2Si at a distorted geometry.

net charge	+1
2S+1	3
HOMO (spin up / spin down)	-0.4135 / -0.4210	Ha
max |F|	0.060	Eh/bohr

Atoms and positions in Å:
C -0.06 2.14 1.84
C -1.07 1.90 0.93
C -1.97 0.87 1.54
H -1.19 2.34 -0.06
C -1.36 0.52 2.84
C -0.22 1.30 3.01
H 0.42 1.36 3.87
H 0.74 2.86 1.76
H -3.04 1.03 1.46
H -1.82 -0.15 3.55
Au -1.90 -0.97 0.64
C -1.62 -2.02 -1.17
H -2.63 -1.99 -0.67
H -0.91 -2.77 -0.84
H -1.93 -2.11 -2.21
Si -0.09 -0.22 -1.56
C 1.50 -0.62 -2.38
C 2.41 0.44 -2.25
H 2.12 1.34 -1.68
C 3.72 0.27 -2.69
H 4.40 1.11 -2.57
C 4.15 -0.97 -3.16
H 5.20 -1.12 -3.40
C 3.23 -2.00 -3.28
H 3.54 -2.97 -3.66
C 1.90 -1.88 -2.85
H 1.22 -2.73 -2.78
C -1.28 0.75 -2.70
C -0.72 1.51 -3.75
H 0.27 1.24 -4.13
C -1.40 2.65 -4.23
H -0.95 3.26 -5.02
C -2.64 3.01 -3.67
H -3.08 3.96 -3.95
C -3.28 2.13 -2.81
H -4.29 2.37 -2.47
C -2.62 0.98 -2.35
H -3.15 0.32 -1.66
H -0.11 -0.78 0.04
H 0.36 1.05 -1.02
C -0.57 -1.92 5.76
O -0.59 -2.30 4.38
C 0.44 -1.92 3.62
O 0.51 -2.23 2.44
N 1.41 -1.17 4.28
N 2.21 -0.42 3.39
H 0.38 -2.21 6.21
H -1.39 -2.48 6.18
H -0.74 -0.84 5.88
H 1.16 -0.64 5.10
H 3.15 -0.36 3.73
H 2.20 -0.94 2.51

***

[8]
Density functional theory data (wB97M-V/def2-TZVPD) for a molecular structure, C35H29GeHfN3O3 at a distorted geometry.

net charge	0
HOMO	-0.2857	Ha
max |F|	0.065	Eh/bohr
relative energy (zero: lowest compared OMol25 entry of this formula, charge and spin)	0.0	kJ/mol

Atoms and positions in Å:
Hf 0.84 0.18 -0.74
C -0.04 4.36 -0.25
O 1.24 4.93 -0.51
C 2.35 4.16 -0.69
C 3.49 4.89 -0.99
C 4.72 4.29 -1.18
C 4.82 2.92 -1.08
C 3.69 2.15 -0.79
C 3.87 0.72 -0.74
N 2.93 -0.12 -0.47
N 3.24 -1.47 -0.53
C 2.18 -2.23 -0.45
O 0.96 -1.76 -0.32
C 2.40 -3.69 -0.47
C 1.34 -4.54 -0.17
C 1.53 -5.91 -0.16
C 2.77 -6.45 -0.47
C 3.83 -5.60 -0.79
C 3.65 -4.23 -0.79
C 2.42 2.76 -0.59
O 1.36 2.01 -0.31
H -0.71 5.22 -0.17
H -0.06 3.80 0.69
H -0.37 3.72 -1.06
H 3.38 5.97 -1.07
H 5.59 4.89 -1.42
H 5.77 2.42 -1.21
H 4.86 0.33 -0.96
H 0.37 -4.12 0.06
H 0.70 -6.57 0.08
H 2.92 -7.52 -0.47
H 4.79 -6.02 -1.04
H 4.46 -3.56 -1.03
C 0.97 0.05 -2.91
Ge -1.63 0.63 -0.05
C -3.33 1.67 0.10
C -4.58 1.07 0.07
C -5.74 1.82 0.17
C -5.67 3.20 0.32
C -4.43 3.82 0.36
C -3.28 3.06 0.25
C -2.31 -1.25 -0.04
C -2.18 -2.17 0.99
C -2.65 -3.47 0.86
C -3.25 -3.88 -0.32
C -3.38 -2.98 -1.37
C -2.90 -1.69 -1.23
C -0.92 0.84 1.82
C -1.59 1.50 2.85
C -1.01 1.64 4.11
C 0.26 1.12 4.36
C 0.94 0.47 3.35
C 0.35 0.33 2.10
H 1.46 0.68 -3.64
H -4.65 -0.01 -0.03
H -6.71 1.33 0.15
H -6.58 3.78 0.40
H -4.37 4.89 0.47
H -2.32 3.56 0.29
H -1.71 -1.87 1.93
H -2.55 -4.17 1.68
H -3.62 -4.89 -0.42
H -3.85 -3.29 -2.30
H -2.99 -0.99 -2.06
H -2.57 1.91 2.67
H -1.55 2.15 4.90
H 0.70 1.22 5.34
H 1.93 0.06 3.54
H 0.90 -0.23 1.34
N 0.03 -2.24 -3.30
C 0.43 -1.10 -3.19
H -0.95 -2.45 -3.47

***

[9]
Density functional theory data (wB97M-V/def2-TZVPD) for a molecular structure, C10H16BrFLiN5O6 at a distorted geometry.

net charge	0
HOMO	-0.2001	Ha
max |F|	0.080	Eh/bohr

Atoms and positions in Å:
O 3.06 -1.22 -1.62
N 2.90 -0.14 -1.19
O 3.12 0.85 -2.15
C 2.09 0.82 -3.15
C 0.63 0.95 -2.58
C -0.24 -0.23 -2.70
C -1.65 -0.06 -2.18
C -2.65 -1.24 -2.30
O -2.66 -2.16 -1.54
O -3.56 -1.18 -3.41
C -2.14 1.24 -1.58
C -1.15 2.32 -1.51
N 0.16 2.15 -2.00
H 2.11 -0.11 -3.79
H 2.21 1.68 -3.88
H 0.10 -1.20 -3.14
H -3.31 -0.39 -3.96
H -3.19 1.36 -1.22
H -1.52 3.29 -1.08
H 0.83 2.92 -1.95
C 1.19 1.27 2.28
C -0.17 1.71 1.86
N -1.22 2.05 1.53
H 1.58 1.95 3.03
H 1.13 0.27 2.71
H 1.86 1.25 1.43
C 3.49 0.02 5.07
O 2.85 0.78 4.36
N 2.96 -1.13 5.58
N 4.78 0.25 5.42
H 3.48 -1.76 6.16
H 2.01 -1.34 5.34
H 5.21 1.09 5.07
H 5.32 -0.37 6.01
O -4.72 -2.41 0.45
H -5.31 -3.14 0.21
H -3.99 -2.49 -0.19
Br -6.82 -2.39 1.35
Li -3.30 -1.80 -5.15
F -5.62 -3.56 -5.50

***

Question: Which formula does entry 7 have?
Answer: C20H26AuN2O2Si

***

Question: What is the net charge in the eighth record?
Answer: 0